1.
A structure of composition C22H60AsF6O20S8, computed with the ωB97M-V functional and the def2-TZVPD basis.

Each line ends with the Mulliken charge.
Cartesian coordinates (Å):
As (-2.125, -2.655, -0.024)  1.9984
F (-0.346, -2.330, -0.022)  -0.5031
F (-1.937, -4.356, -0.615)  -0.4924
F (-3.936, -2.935, -0.007)  -0.5188
F (-2.409, -1.046, 0.825)  -0.5193
F (-2.211, -2.003, -1.648)  -0.4689
F (-2.019, -3.326, 1.647)  -0.4972
O (3.584, -3.602, -12.077)  -0.5765
S (2.291, -3.905, -11.475)  1.1007
O (1.554, -5.132, -11.831)  -0.5859
O (2.299, -3.879, -9.755)  -0.3113
C (3.304, -3.087, -9.116)  -0.1931
C (3.178, -3.104, -7.569)  -1.1201
C (1.121, -2.455, -11.756)  -0.8237
H (3.133, -2.084, -9.508)  0.3050
H (4.285, -3.451, -9.420)  0.3135
H (3.072, -4.168, -7.354)  0.2994
H (2.257, -2.588, -7.298)  0.3085
H (4.109, -2.723, -7.148)  0.3462
H (0.099, -2.732, -11.500)  0.3157
H (1.246, -2.231, -12.816)  0.3248
H (1.470, -1.594, -11.185)  0.2967
O (-2.424, 6.469, -3.444)  -0.5914
S (-0.950, 6.408, -3.392)  1.0970
O (-0.198, 7.002, -4.506)  -0.5807
O (-0.348, 7.192, -2.033)  -0.2887
C (-0.730, 6.729, -0.721)  -0.1025
C (0.047, 7.489, 0.389)  -1.2177
C (-0.415, 4.568, -3.198)  -0.8896
H (-0.669, 5.656, -0.543)  0.2831
H (-1.778, 6.937, -0.509)  0.2865
H (1.108, 7.442, 0.148)  0.3330
H (-0.151, 7.135, 1.401)  0.3657
H (-0.241, 8.540, 0.396)  0.2902
H (-0.795, 4.070, -2.306)  0.3435
H (0.669, 4.661, -3.140)  0.3188
H (-0.706, 3.959, -4.054)  0.3527
O (4.664, 4.259, 8.095)  -0.5843
S (4.267, 5.147, 6.979)  1.0767
O (5.330, 5.823, 6.151)  -0.5875
O (3.188, 4.417, 5.943)  -0.2779
C (2.369, 3.333, 6.443)  -0.2188
C (1.870, 2.468, 5.222)  -1.1147
C (3.160, 6.501, 7.755)  -0.8301
H (1.580, 3.727, 7.084)  0.3097
H (3.041, 2.660, 6.976)  0.3318
H (2.761, 2.020, 4.782)  0.2921
H (1.480, 3.188, 4.503)  0.3050
H (1.221, 1.649, 5.533)  0.3661
H (2.763, 7.182, 7.002)  0.3148
H (3.847, 6.938, 8.481)  0.3291
H (2.322, 5.923, 8.143)  0.2879
O (-7.792, -4.042, 6.880)  -0.5693
S (-8.041, -3.895, 5.446)  1.1139
O (-7.545, -4.933, 4.474)  -0.5989
O (-9.695, -3.888, 5.125)  -0.3435
C (-10.071, -4.176, 3.805)  -0.2321
C (-11.545, -3.739, 3.542)  -1.1073
C (-7.670, -2.074, 4.929)  -0.8168
H (-9.789, -5.199, 3.557)  0.3590
H (-9.430, -3.582, 3.154)  0.3173
H (-12.152, -3.892, 4.434)  0.2947
H (-12.005, -4.167, 2.652)  0.3475
H (-11.538, -2.675, 3.305)  0.2698
H (-6.704, -2.091, 4.424)  0.3486
H (-7.608, -1.540, 5.877)  0.3239
H (-8.411, -1.684, 4.232)  0.2937
O (8.174, 1.593, -2.259)  -0.5836
S (8.333, 0.962, -0.957)  1.0791
O (8.587, -0.471, -0.811)  -0.5826
O (9.444, 1.806, -0.156)  -0.2939
C (10.265, 1.107, 0.657)  -0.2551
C (10.528, 1.903, 1.932)  -1.1346
C (7.011, 1.382, 0.281)  -0.7701
H (11.190, 0.955, 0.101)  0.3576
H (10.006, 0.121, 1.043)  0.3372
H (10.706, 2.956, 1.714)  0.3114
H (11.222, 1.584, 2.709)  0.3460
H (9.498, 2.037, 2.262)  0.2785
H (7.034, 2.470, 0.216)  0.3078
H (7.542, 0.981, 1.144)  0.2277
H (5.981, 1.052, 0.143)  0.3748
O (6.224, -5.865, 5.549)  -0.6166
S (5.313, -5.083, 6.391)  1.1699
O (5.115, -5.189, 7.829)  -0.5950
O (5.596, -3.470, 6.173)  -0.2630
C (6.954, -3.161, 6.082)  -0.4132
C (7.410, -2.989, 7.551)  -0.8651
C (3.639, -5.144, 5.717)  -0.9084
H (7.118, -2.244, 5.516)  0.2977
H (7.669, -3.902, 5.722)  0.3289
H (7.123, -2.074, 8.067)  0.2704
H (8.498, -3.034, 7.493)  0.3338
H (7.051, -3.853, 8.109)  0.2547
H (3.218, -6.149, 5.759)  0.3735
H (3.765, -4.760, 4.705)  0.3150
H (3.050, -4.534, 6.401)  0.3175
C (-4.249, -4.292, -7.631)  -0.8587
S (-5.390, -2.923, -8.284)  0.4678
O (-4.475, -1.834, -8.787)  -0.5961
C (-6.123, -2.241, -6.689)  -0.9444
H (-3.541, -3.746, -7.006)  0.2843
H (-3.744, -4.782, -8.463)  0.3046
H (-4.776, -5.072, -7.082)  0.3304
H (-6.530, -2.947, -5.966)  0.3671
H (-7.011, -1.692, -7.004)  0.2944
H (-5.428, -1.825, -5.961)  0.3508
C (-10.361, 2.665, -2.839)  -0.8693
S (-9.217, 3.835, -2.009)  0.4982
O (-9.628, 4.085, -0.577)  -0.6268
C (-7.618, 2.996, -1.955)  -0.8380
H (-9.999, 2.606, -3.865)  0.3366
H (-11.305, 3.207, -2.781)  0.2934
H (-10.388, 1.750, -2.246)  0.2947
H (-7.417, 2.516, -2.913)  0.3090
H (-7.439, 2.373, -1.079)  0.3191
H (-6.926, 3.801, -1.708)  0.2834

Properties
Energy above the lowest of the compared OMol25 structures with the same formula, charge and spin   693.9 kJ/mol
Electronic energy   -228557.9086 eV
Gap between HOMO and LUMO   8.79 eV
Net charge   -1

***

2.
A cluster of 6 separate species, C22H60BClN2O9P3 in total, computed with the ωB97M-V functional and the def2-TZVPD basis.

Each line ends with the Mulliken charge.
Cartesian coordinates (Å):
N (0.056, -7.608, -3.640)  -0.8231
P (-1.005, -7.302, -2.487)  0.2779
B (-1.154, -5.422, -1.782)  1.0461
P (-2.988, -4.628, -1.494)  0.0208
N (-4.008, -5.750, -2.391)  -0.6457
O (-3.387, -5.117, 0.074)  -0.3853
O (-0.438, -4.528, -2.699)  -0.8605
C (0.195, -3.603, -1.847)  -0.2920
C (0.699, -4.505, -0.725)  1.1604
P (2.176, -5.558, -1.229)  0.0586
O (2.588, -4.811, -2.635)  -0.4788
Cl (3.578, -4.591, 0.093)  -0.3618
O (-0.381, -5.390, -0.507)  -0.6831
H (0.726, -8.316, -3.368)  0.2199
H (-2.306, -7.793, -2.774)  0.0136
H (-0.804, -8.032, -1.286)  -0.0717
H (-4.925, -5.334, -2.521)  0.2741
H (-3.632, -5.880, -3.326)  0.2092
H (-3.951, -4.441, 0.458)  0.1395
H (-0.557, -2.923, -1.411)  0.1113
H (0.938, -3.001, -2.369)  0.3834
H (0.972, -3.997, 0.203)  -0.5767
H (3.273, -5.300, -3.102)  0.3192
C (0.813, 1.416, -0.079)  -1.2449
C (0.474, -0.054, 0.083)  -0.1137
O (1.148, -0.916, -0.810)  -0.2634
C (2.564, -0.906, -0.771)  -0.3069
C (3.172, -1.095, 0.609)  -0.9024
H (0.677, 1.734, -1.114)  0.2674
H (0.160, 2.021, 0.553)  0.4641
H (1.843, 1.638, 0.208)  0.2401
H (-0.582, -0.230, -0.131)  0.3060
H (0.651, -0.373, 1.118)  0.2050
H (2.961, 0.015, -1.221)  0.3492
H (2.848, -1.737, -1.418)  0.3521
H (3.038, -0.223, 1.252)  0.3144
H (4.245, -1.259, 0.494)  0.3561
H (2.757, -1.972, 1.105)  0.0212
C (-1.402, -4.522, 4.844)  -1.1207
C (-1.518, -3.066, 4.425)  0.1370
O (-0.409, -2.575, 3.697)  -0.5086
C (-0.186, -3.217, 2.445)  -0.1046
C (-1.346, -3.087, 1.477)  1.9402
H (-0.474, -4.694, 5.393)  0.3475
H (-2.248, -4.773, 5.487)  0.3951
H (-1.429, -5.201, 3.991)  0.2063
H (-1.578, -2.430, 5.310)  0.4185
H (-2.447, -2.918, 3.861)  -0.1250
H (0.069, -4.272, 2.592)  0.3163
H (0.698, -2.728, 2.034)  -0.4079
H (-2.223, -3.646, 1.804)  -0.6388
H (-1.057, -3.480, 0.503)  -0.9886
H (-1.625, -2.037, 1.361)  0.2488
C (0.669, 6.832, -0.302)  -0.9043
C (1.528, 5.706, 0.250)  -0.3606
O (1.778, 4.666, -0.678)  -0.3134
C (2.464, 5.048, -1.858)  -0.4021
C (3.841, 5.636, -1.610)  -0.9088
H (-0.254, 6.435, -0.727)  0.3032
H (0.410, 7.523, 0.503)  0.4052
H (1.188, 7.402, -1.074)  0.0515
H (1.016, 5.217, 1.079)  0.3564
H (2.468, 6.111, 0.642)  0.3034
H (1.859, 5.750, -2.445)  0.2701
H (2.543, 4.128, -2.439)  0.3783
H (3.789, 6.608, -1.117)  0.1693
H (4.347, 5.790, -2.564)  0.3502
H (4.444, 4.962, -0.999)  0.3091
C (-7.498, -5.407, 4.166)  -1.0411
C (-6.391, -4.589, 4.810)  -0.4054
O (-5.154, -4.659, 4.128)  -0.3601
C (-5.149, -4.175, 2.794)  -0.0823
C (-5.479, -2.698, 2.671)  -1.1944
H (-7.172, -6.437, 4.016)  0.2942
H (-8.376, -5.411, 4.815)  0.3946
H (-7.803, -4.998, 3.202)  0.2501
H (-6.177, -4.973, 5.809)  0.3394
H (-6.712, -3.547, 4.927)  0.3204
H (-5.818, -4.771, 2.164)  0.5027
H (-4.134, -4.359, 2.442)  -0.3362
H (-6.519, -2.483, 2.924)  0.3953
H (-5.315, -2.375, 1.642)  0.4180
H (-4.834, -2.108, 3.323)  0.2927
C (2.647, 10.888, -3.711)  -1.1231
C (3.312, 10.314, -2.472)  -0.3180
O (4.076, 9.146, -2.717)  -0.3433
C (5.165, 9.296, -3.611)  -0.3188
C (6.215, 10.289, -3.143)  -1.0892
H (2.065, 10.120, -4.222)  0.3029
H (1.975, 11.698, -3.424)  0.3996
H (3.372, 11.297, -4.416)  0.2677
H (2.553, 10.000, -1.754)  0.3251
H (3.923, 11.080, -1.980)  0.3170
H (4.810, 9.564, -4.612)  0.3060
H (5.601, 8.299, -3.681)  0.3046
H (5.845, 11.315, -3.149)  0.2618
H (7.080, 10.247, -3.807)  0.3996
H (6.545, 10.046, -2.131)  0.2978

Properties
Electronic energy   -86262.0185 eV
Gap between HOMO and LUMO   5.50 eV
Net charge   -1